No. 1
{
  "formula": "C8H12IrO2S2",
  "method": "ωB97M-V/def2-TZVPD",
  "elements": ["Ir", "C", "C", "S", "C", "C", "S", "H", "H", "H", "H", "H", "H", "C", "C", "O", "H", "H", "H", "C", "C", "O", "H", "H", "H"],
  "coordinates": [[-0.08102, -0.23659, 1.20505], [-0.77256, 0.65778, -3.34690], [-0.89691, 0.11129, -1.93154], [-0.35265, 1.19109, -0.65912], [-1.40442, -1.08590, -1.65607], [-1.97067, -2.01366, -2.70626], [-1.50108, -1.69598, -0.01497], [-0.30261, 1.64122, -3.32469], [-1.74649, 0.76141, -3.83502], [-0.15339, 0.00561, -3.96870], [-1.94956, -1.57488, -3.70459], [-3.00845, -2.26142, -2.46229], [-1.41199, -2.95393, -2.73010], [0.01393, 1.85011, 3.48604], [-0.25081, 0.39130, 3.14956], [-0.51801, -0.37679, 4.04734], [0.16728, 1.96056, 4.56244], [-0.84793, 2.45048, 3.17717], [0.88173, 2.21128, 2.93192], [2.85852, 0.17021, 1.54914], [1.82640, -0.70538, 0.86426], [2.13488, -1.63649, 0.18591], [3.86586, -0.12556, 1.24656], [2.73959, 0.04496, 2.62700], [2.68036, 1.21930, 1.30784]],
  "charge": -1,
  "de_lowest_ev": 1.723,
  "spin_multiplicity": 1,
  "homo_energy_ha": [-0.12238, -0.12330],
  "e_lumo_ev": [2.907, 2.926]
}

No. 2
{
  "formula": "C5H10AlMgO4",
  "method": "ωB97M-V/def2-TZVPD",
  "elements": ["O", "C", "C", "O", "C", "C", "O", "Al", "H", "H", "H", "H", "H", "H", "H", "H", "C", "O", "Mg", "H", "H"],
  "coordinates": [[2.10599, -0.28447, 0.64058], [2.26214, 0.82553, -0.16526], [1.00661, 1.67240, -0.29795], [-0.15379, 0.92954, -0.06790], [-1.33808, 1.38254, 0.57780], [-2.24209, 0.15970, 0.62441], [-1.54934, -0.94796, 1.14561], [0.27528, -0.84744, 0.54535], [2.56911, 0.54222, -1.19645], [3.07058, 1.50118, 0.18163], [1.02454, 2.44339, 0.49086], [1.70931, -3.00333, -0.82066], [-1.79361, 2.20837, 0.01116], [-1.07416, 1.72077, 1.59194], [-2.59058, 0.00272, -0.41359], [-3.12781, 0.35425, 1.25380], [0.81701, -2.65618, -1.37062], [-0.04019, -1.91076, -0.89014], [-2.33684, -2.69837, 1.77829], [0.48934, -3.37493, -2.14402], [0.91661, 1.98082, -1.47485]],
  "charge": 1,
  "spin_multiplicity": 1,
  "homo_energy_ha": [-0.35141, -0.38878],
  "e_lumo_ev": [-5.507, -4.079]
}

DFT total energy in eV, matching the order above: -37095.8270 -25572.3176